Entry from the OMol25 dataset: 13 unconnected molecules or ions with the total composition C78H195N6O28P7 at a distorted geometry (wB97M-V/def2-TZVPD).

Geometry as XYZ:
```
314
Properties=species:S:1:pos:R:3:forces:R:3
C 4.838683 6.524986 0.993959 1.6 -1.3 0.8
C 4.377395 7.636266 0.080095 0.3 -0.6 -0.4
N 3.476363 7.080303 -0.946050 -0.1 1.8 0.0
C 2.192295 6.865453 -0.312204 -1.3 0.2 -0.8
C 1.159964 6.187083 -1.236868 -0.2 -1.0 -0.1
C 3.351064 8.059217 -2.063009 1.1 -1.2 -0.7
C 4.739520 8.082667 -2.794108 -1.3 0.0 -0.1
H 5.745683 6.916935 1.514431 -0.5 -0.5 -0.1
H 5.124920 5.509047 0.515004 -0.4 1.9 0.2
H 4.142215 6.230061 1.775682 -0.2 0.3 0.1
H 3.924008 8.475812 0.676475 0.2 -0.5 -0.5
H 5.278987 8.022477 -0.423323 -0.6 -0.1 0.4
H 2.317547 6.281021 0.572278 0.2 -0.8 0.5
H 1.795910 7.813491 0.081281 -0.2 0.2 -0.2
H 0.209286 5.939258 -0.724508 0.5 0.3 0.1
H 0.843956 6.763385 -2.127784 0.4 -0.2 0.5
H 1.556971 5.189557 -1.573167 -0.2 0.9 0.1
H 3.007954 9.086141 -1.809265 0.2 -0.5 0.4
H 2.616912 7.639035 -2.754188 0.0 0.2 0.0
H 5.001610 7.053379 -3.140083 -0.3 0.8 0.1
H 5.479011 8.383227 -2.048001 0.2 0.3 -0.8
H 4.649540 8.789735 -3.649068 0.5 -0.5 0.6
C 2.737068 -7.646463 2.234265 0.3 1.3 0.0
C 1.766846 -8.721090 1.773397 -0.7 1.5 0.4
N 0.407022 -8.458511 2.339973 1.4 -0.3 0.0
C -0.053847 -7.080554 2.195125 0.8 -0.5 -1.4
C -0.209869 -6.516852 0.783587 -0.1 0.0 -1.8
C -0.514096 -9.435220 1.798134 0.2 -0.9 1.9
C -1.806133 -9.520968 2.614537 -0.4 1.0 -0.7
H 3.795560 -7.900927 2.075371 -0.4 -0.2 0.0
H 2.576383 -7.449254 3.309303 0.2 0.0 -0.4
H 2.598063 -6.669509 1.670469 0.0 -1.1 0.6
H 1.676566 -8.597980 0.693452 0.4 -0.8 -0.4
H 2.117550 -9.697875 2.123116 -0.3 0.0 -0.4
H -1.030214 -7.134058 2.576224 -1.2 0.7 1.2
H 0.629526 -6.407990 2.710743 -0.4 -0.1 0.5
H -0.990752 -6.903277 0.118814 -0.4 -0.8 0.6
H -0.527305 -5.473674 0.747683 0.5 0.3 0.5
H 0.634467 -6.654059 0.091380 0.4 0.3 0.6
H 0.023608 -10.404374 1.877652 -0.4 0.4 -0.5
H -0.796606 -9.197776 0.798955 0.0 -0.1 -1.3
H -2.417329 -10.376449 2.327917 0.1 0.0 0.0
H -2.389468 -8.603434 2.363061 0.1 -0.7 0.4
H -1.634751 -9.532712 3.683595 0.2 -0.1 0.2
C 6.123684 -3.100123 4.332821 -0.5 1.1 -0.7
C 6.119954 -1.762940 5.144166 0.4 -1.1 -0.7
N 5.202666 -0.739770 4.622665 -0.7 -1.5 -0.2
C 5.373368 0.436305 5.413844 0.5 0.9 0.2
C 6.567467 1.261765 4.925660 0.1 -0.4 0.5
C 3.779660 -1.143967 4.663442 0.0 0.2 -0.4
C 2.919523 -0.229914 3.793540 -1.5 -0.3 -0.3
H 5.084910 -3.509613 4.346519 1.0 -0.1 -0.1
H 6.876648 -3.869206 4.622277 -0.7 0.7 0.2
H 6.363035 -2.771291 3.292093 -0.3 -0.6 0.5
H 5.948620 -1.974554 6.192745 -0.4 -0.1 0.6
H 7.124426 -1.349557 5.108934 0.1 0.1 -0.1
H 4.468328 1.049615 5.360277 0.2 -0.1 0.0
H 5.498299 0.148268 6.469121 -0.1 0.2 0.1
H 6.403263 2.288124 5.254165 0.5 0.1 -0.2
H 7.536616 0.868151 5.259332 -0.3 0.3 0.4
H 6.649853 1.152920 3.853987 -0.4 0.5 -0.5
H 3.367705 -1.119063 5.680600 0.2 -0.2 0.2
H 3.672401 -2.160335 4.276144 0.1 0.1 0.2
H 1.900466 -0.073983 4.186707 0.2 -0.6 0.2
H 2.722330 -0.629270 2.775257 0.6 0.5 0.5
H 3.236455 0.795258 3.776520 0.8 0.4 -0.4
C -3.002297 5.088366 -2.713381 0.1 -0.8 0.7
C -4.150990 5.224904 -1.708362 0.2 -0.7 -1.6
N -5.065423 6.211269 -2.262448 -0.3 0.1 0.8
C -6.019932 6.644147 -1.270965 0.2 1.7 0.8
C -5.453679 7.494257 -0.103180 -0.7 -0.2 0.4
C -5.708413 5.877417 -3.524661 1.3 0.1 -1.1
C -6.583686 4.640845 -3.560536 -1.2 0.5 0.0
H -3.167565 4.450239 -3.590057 -0.1 -0.4 0.6
H -2.094388 4.852991 -2.167033 0.3 -0.4 -0.3
H -2.907689 6.031883 -3.143658 0.6 1.9 -0.6
H -4.607258 4.210305 -1.663947 0.0 0.4 0.8
H -3.745528 5.583063 -0.746381 -0.5 -0.3 -0.4
H -6.560162 5.849197 -0.784908 -0.5 -0.8 0.0
H -6.747237 7.310505 -1.734837 -0.1 -0.2 -0.4
H -4.912512 6.912216 0.642093 0.0 -0.2 0.0
H -6.330033 7.938741 0.430174 0.7 -0.3 -0.3
H -4.793476 8.302864 -0.384838 0.1 0.2 -0.5
H -6.313058 6.759251 -3.758782 0.1 -0.1 -0.3
H -4.900576 5.767412 -4.332800 -1.1 0.3 1.1
H -6.904298 4.399639 -4.587085 0.3 0.0 0.4
H -6.135870 3.801697 -3.079386 0.6 -0.8 0.0
H -7.500864 4.814232 -2.982402 0.0 0.1 -0.1
C 4.965500 -1.661645 -4.488873 -1.0 0.2 -1.4
C 4.032031 -0.449004 -4.263570 2.9 0.8 0.9
N 2.698869 -0.579162 -4.692896 -1.9 0.0 0.1
C 1.796308 0.244606 -3.896062 0.1 -1.0 1.5
C 1.338361 -0.473434 -2.585886 0.1 2.0 0.2
C 2.626719 -0.181609 -6.063268 0.5 -0.4 -2.6
C 1.384048 -0.449706 -6.964498 0.6 -0.4 1.0
H 6.019537 -1.427078 -4.413293 0.1 0.4 0.2
H 4.786778 -1.950838 -5.559640 0.3 -0.3 1.0
H 4.766130 -2.498728 -3.803206 -0.2 0.2 -0.4
H 4.119340 -0.149754 -3.228868 -0.5 -0.3 0.7
H 4.467950 0.495340 -4.689212 0.1 -0.7 -0.3
H 2.287786 1.186930 -3.535603 -0.4 -0.3 -0.7
H 0.921314 0.439135 -4.485662 -0.3 0.3 -0.4
H 2.178771 -0.389148 -1.875151 -0.4 -0.4 0.0
H 0.491157 0.135215 -2.160992 0.7 -0.7 -0.2
H 1.025335 -1.498803 -2.676824 0.0 -0.3 -0.4
H 3.362322 -0.752427 -6.624960 0.6 -0.2 0.4
H 3.000449 0.856660 -6.203073 -0.5 0.0 0.2
H 0.980831 -1.461032 -6.793061 0.1 0.3 0.2
H 1.737902 -0.462236 -8.003395 -0.2 0.3 0.2
H 0.615824 0.286923 -6.807197 -0.4 0.0 -0.2
C -0.645602 2.175602 -8.626783 0.2 0.9 0.8
C -1.754912 1.245437 -8.220604 -0.6 0.2 -0.3
N -1.677619 0.764161 -6.822459 -0.5 -0.1 -1.7
C -2.175873 1.700737 -5.870715 -0.8 1.2 0.8
C -1.695177 1.484186 -4.450623 -1.4 0.0 0.0
C -2.261776 -0.549306 -6.721734 -0.6 -1.9 1.4
C -3.779297 -0.846235 -7.084003 0.4 1.2 0.6
H -0.695154 3.081199 -8.008569 0.0 0.0 -0.2
H -0.715884 2.479917 -9.667113 -0.1 -0.1 -0.1
H 0.331680 1.774803 -8.434331 0.5 -0.4 -0.1
H -2.690236 1.819398 -8.443558 0.2 -0.6 0.4
H -1.744959 0.384823 -8.902858 -0.1 0.0 0.3
H -1.803782 2.699420 -6.090339 0.1 0.1 -0.5
H -3.276088 1.838252 -5.869705 0.0 -0.4 -0.2
H -2.080534 2.283586 -3.811039 -0.1 -0.2 0.0
H -1.958683 0.517405 -4.036171 -0.2 -0.1 0.1
H -0.657396 1.566859 -4.467159 1.8 0.1 0.2
H -2.116954 -0.892595 -5.649457 -0.1 0.2 -1.1
H -1.677126 -1.260977 -7.320056 0.1 0.3 0.0
H -4.049964 -0.386470 -8.049519 0.0 -0.2 0.4
H -4.462496 -0.469020 -6.288651 0.4 0.0 -0.6
H -3.958011 -1.921568 -7.141048 0.3 0.0 -0.1
C 5.134707 -10.225202 -0.383726 -1.2 -0.4 -0.3
C 5.771596 -8.902842 -0.702585 0.6 0.6 -0.2
O 4.825862 -7.840952 -0.460127 0.0 0.2 0.3
P 4.117674 -7.053486 -1.632095 -1.2 -2.0 0.5
O 4.826618 -7.017921 -2.886721 1.2 0.5 -1.6
O 2.743471 -7.806633 -1.735300 -0.6 -0.1 -0.1
C 1.886417 -8.105482 -2.901946 1.0 0.5 1.1
C 1.091622 -9.273831 -2.371352 0.0 0.0 -0.5
O 3.709536 -5.738477 -0.935938 0.2 1.0 1.0
C 4.521838 -4.535099 -1.041766 -1.0 0.1 -0.9
C 5.994190 -4.666322 -0.944041 2.1 -0.9 0.2
H 4.504465 -10.068676 0.485215 0.0 0.0 0.4
H 4.435795 -10.442931 -1.180471 -0.3 -0.3 -0.3
H 5.702122 -11.148897 -0.213957 0.5 0.7 -0.2
H 6.548805 -8.693342 0.028168 0.5 0.0 -0.3
H 6.089109 -8.741517 -1.752549 0.3 -0.6 0.7
H 1.263226 -7.216165 -3.068579 0.1 -0.3 -0.1
H 2.538612 -8.275422 -3.772968 -0.3 -0.2 0.3
H 0.377023 -9.616413 -3.085336 -0.5 -0.3 -0.8
H 1.712358 -10.124620 -2.090747 0.1 0.2 0.0
H 0.507951 -8.941746 -1.530333 0.0 0.1 0.5
H 4.242889 -4.225275 -2.032722 0.1 0.9 -0.4
H 4.111429 -3.867747 -0.314514 -0.3 0.4 0.5
H 6.562234 -3.701082 -0.830054 -1.0 -0.7 -0.1
H 6.287638 -5.321899 -0.080528 -0.2 0.6 -0.7
H 6.380728 -5.135918 -1.877146 -0.1 0.2 0.7
C -6.565253 0.550137 -1.705126 -0.2 2.6 -0.2
C -6.824575 -0.835757 -1.290154 -0.7 -1.2 -0.7
O -5.801377 -1.329185 -0.435758 -0.3 -0.6 1.5
P -6.032926 -1.164522 1.163145 1.2 1.0 -1.2
O -6.126687 0.262456 1.547333 -0.3 -0.9 0.2
O -7.278809 -2.083696 1.568429 0.1 0.5 0.4
C -7.879793 -1.650508 2.846126 -0.2 0.3 0.3
C -6.967776 -1.843617 4.036234 -0.2 2.2 1.2
O -4.712427 -1.854511 1.676303 -0.3 0.1 -0.4
C -4.450381 -3.246668 1.307323 0.7 0.0 1.0
C -3.090305 -3.612595 1.941619 -0.5 -1.4 0.0
H -6.539211 1.186557 -0.800756 -0.1 -0.1 -0.4
H -5.582247 0.718556 -2.194363 -0.6 -0.4 0.1
H -7.393430 0.959805 -2.363255 1.0 -0.6 0.6
H -7.795037 -0.942745 -0.778769 0.2 0.1 -0.3
H -6.813212 -1.484791 -2.180709 -0.2 0.0 0.4
H -8.203228 -0.603184 2.696958 0.3 -0.5 0.3
H -8.751617 -2.243908 3.107330 -0.2 -0.3 -1.0
H -7.543536 -1.711834 4.976880 -0.2 -0.1 -0.6
H -6.540848 -2.804518 4.122590 0.6 -1.1 -0.3
H -6.218361 -1.042160 4.157503 0.1 -0.5 -0.5
H -5.284563 -3.777181 1.779233 0.3 -0.5 -0.3
H -4.448823 -3.416069 0.210697 0.1 0.4 0.7
H -2.276803 -2.959675 1.635551 -0.2 0.1 -0.3
H -3.087718 -3.617360 3.054696 -0.4 0.0 -0.7
H -2.860802 -4.652085 1.568790 0.0 1.1 0.5
C -3.323991 0.771412 4.094468 -1.2 0.2 -1.0
C -3.410972 1.150539 5.556909 0.3 -0.2 0.0
O -2.238751 0.544436 6.188662 -1.2 -0.7 -0.2
P -1.123741 1.389928 6.848955 1.4 0.3 1.0
O 0.028165 0.598693 7.276964 0.3 -0.5 -0.3
O -1.748485 2.176354 8.071975 -0.6 1.0 -0.1
C -2.104872 1.438054 9.286825 1.1 -0.4 -2.2
C -2.315275 2.403169 10.365395 -1.7 1.3 0.6
O -0.819694 2.563723 5.853260 -0.5 0.1 -0.3
C 0.436629 2.678618 5.158732 0.2 0.2 -0.1
C 1.349760 3.483631 6.033293 0.5 1.3 0.9
H -3.370646 -0.321438 3.956697 0.7 0.2 0.3
H -4.219864 1.056929 3.458890 0.9 0.4 1.0
H -2.410613 1.227366 3.685073 -0.3 -0.6 -0.1
H -3.376463 2.223222 5.780522 -0.2 -0.1 -0.5
H -4.287635 0.728193 6.041964 0.0 -0.1 0.1
H -2.989976 0.891571 8.937615 0.2 -0.4 1.0
H -1.210985 0.836999 9.447389 -0.4 -0.7 0.3
H -1.475174 3.057839 10.580712 0.2 -0.2 -0.2
H -3.194902 3.022560 10.105494 0.5 0.1 0.0
H -2.637699 1.920080 11.277799 0.2 -0.4 0.3
H 0.867217 1.710474 4.898590 -0.3 0.0 0.1
H 0.171099 3.215989 4.242818 0.3 -0.3 0.2
H 0.847134 4.482898 6.195869 0.6 -1.0 0.1
H 1.542325 2.988948 7.018286 -0.4 0.3 -0.8
H 2.345913 3.702927 5.598293 -0.6 -0.3 -0.1
C -3.915492 5.463167 7.436934 -0.4 -1.6 0.6
C -4.794673 5.341697 6.205857 -0.5 0.1 0.3
O -4.009452 4.968002 5.029310 -0.1 0.3 2.3
P -4.742092 5.012140 3.654873 -1.2 0.1 -0.1
O -5.717810 6.079711 3.396566 0.1 -0.2 0.2
O -3.495732 5.132091 2.735038 1.7 -1.7 -0.6
C -2.397461 4.123263 2.991025 0.0 1.7 -0.4
C -1.189159 4.548389 2.207272 -0.8 0.1 -2.1
O -5.363658 3.535553 3.606799 -1.0 0.3 -0.4
C -6.548839 3.353062 2.687666 2.4 0.5 -0.2
C -5.989948 3.617517 1.315464 -0.3 -0.2 -0.4
H -4.530922 5.689817 8.365484 0.7 -0.2 -1.3
H -3.353031 4.504929 7.614184 -0.4 0.9 -0.1
H -3.226722 6.242685 7.234378 0.9 0.8 0.2
H -5.579184 4.563861 6.396611 0.4 0.8 -0.5
H -5.190814 6.355832 5.988601 -0.4 -0.9 0.1
H -2.086320 4.151072 4.020033 -0.5 0.0 0.7
H -2.716740 3.117971 2.743514 -0.3 0.0 -0.2
H -0.830679 5.590236 2.384769 -0.4 -0.9 0.0
H -0.460762 3.808310 2.458317 0.8 -0.2 0.1
H -1.406602 4.385807 1.097543 0.4 0.5 1.2
H -6.798943 2.327547 2.773866 -0.4 -0.9 0.4
H -7.309116 4.043823 2.951113 -0.7 0.5 0.5
H -5.113897 2.984504 1.266879 0.4 0.0 -0.3
H -6.667052 3.257521 0.514211 0.2 0.6 0.4
H -5.699697 4.681761 1.231746 -0.3 -0.6 -0.4
C 7.794952 5.236236 -1.592219 -1.6 0.1 -0.4
C 7.855605 3.732220 -1.407414 1.6 -0.1 1.2
O 6.752646 3.186976 -0.640065 -0.7 -0.3 -0.8
P 5.979012 1.954603 -1.356666 0.3 0.4 -1.2
O 6.863744 0.890697 -1.898500 -0.9 1.0 0.8
O 4.918827 1.576035 -0.240993 0.5 0.6 -1.1
C 5.359319 0.522184 0.602096 0.0 -0.4 0.9
C 4.828622 -0.798110 0.112172 1.6 -0.7 0.5
O 5.063247 2.581595 -2.519821 0.6 0.1 1.4
C 4.203413 3.757735 -2.243197 0.2 -1.2 -0.8
C 3.928769 4.206496 -3.675862 0.5 -0.1 1.0
H 6.798411 5.466769 -1.988767 0.1 0.1 -0.3
H 7.845081 5.851310 -0.702343 0.3 -0.3 0.5
H 8.519469 5.609980 -2.310107 0.2 -0.2 0.0
H 7.903674 3.215939 -2.368520 0.2 0.1 0.1
H 8.752212 3.505166 -0.769736 -0.6 -0.1 -0.9
H 6.448454 0.528723 0.695514 -0.1 0.1 0.2
H 4.869713 0.742115 1.536055 0.2 0.1 0.6
H 3.899697 -0.520412 -0.364942 -0.4 -0.8 -0.2
H 5.594615 -1.320671 -0.528284 -1.1 0.6 0.2
H 4.720282 -1.413039 1.028428 -0.4 0.0 -0.6
H 3.351092 3.389923 -1.665968 -0.1 0.1 -0.3
H 4.738547 4.466285 -1.612705 0.0 0.2 -0.3
H 3.542655 3.404203 -4.283634 -0.3 -0.3 0.0
H 3.329775 5.076920 -3.747441 -0.8 0.8 0.0
H 4.894299 4.451136 -4.070342 0.6 0.2 -0.4
C 1.669323 -4.098295 -3.184700 1.0 0.6 0.9
C 0.832258 -4.163295 -1.923163 -2.0 0.8 -1.0
O -0.306261 -5.076828 -2.198556 0.9 -0.6 -0.5
P -1.789153 -4.602228 -2.072851 1.2 1.2 -0.3
O -2.031403 -4.092150 -0.716578 -0.9 0.0 0.0
O -1.912751 -3.415629 -3.201121 -0.5 -1.1 1.2
C -2.138163 -2.095101 -2.625423 1.2 0.4 -1.8
C -3.540160 -1.634078 -2.911295 -0.1 0.1 -0.1
O -2.588257 -5.855859 -2.577963 -0.6 0.6 -0.8
C -3.893432 -5.641528 -3.263616 -0.1 1.3 1.7
C -3.740787 -5.483007 -4.736881 1.6 -0.4 0.8
H 2.236103 -5.043666 -3.297627 -0.4 0.6 -0.3
H 1.032162 -3.835313 -4.017302 -0.2 -0.4 -0.4
H 2.383921 -3.233689 -3.143564 -0.4 -0.8 0.2
H 1.284765 -4.549831 -1.052179 0.9 -0.6 0.8
H 0.395641 -3.177197 -1.634362 0.3 -0.6 -0.4
H -1.881212 -2.158038 -1.601876 -0.1 0.2 1.2
H -1.332145 -1.468795 -3.098939 -1.0 -0.3 0.2
H -4.283236 -2.120625 -2.256372 0.3 0.1 -0.3
H -3.594575 -0.559183 -2.748301 -0.1 0.1 0.1
H -3.780403 -1.798679 -3.972599 0.0 -0.1 0.3
H -4.465235 -6.505723 -2.936577 -0.1 0.0 -0.2
H -4.360162 -4.704896 -2.846443 0.3 -1.0 -0.1
H -3.114025 -4.617442 -4.948490 -0.4 0.1 -0.2
H -3.179623 -6.349691 -5.029155 0.2 -0.5 -0.8
H -4.690699 -5.472378 -5.200114 -0.9 0.2 -0.6
C 1.483817 -3.162374 1.985649 -1.0 -0.9 -0.4
C 0.600750 -2.242368 1.132842 -1.0 -1.0 1.2
O 0.167226 -1.129781 1.967009 1.0 -0.9 -0.3
P 0.032402 0.317664 1.442023 -0.2 0.4 -1.2
O -0.286374 1.229154 2.516824 -0.8 1.0 1.1
O -0.999515 0.261712 0.227287 -0.1 0.2 -0.2
C -2.440085 0.194085 0.423300 -0.3 -1.3 -0.7
C -3.181372 1.271349 -0.346382 0.6 -0.2 1.5
O 1.370864 0.706051 0.688893 -0.1 -2.1 0.4
C 1.415090 1.907935 -0.026580 -0.6 0.6 -1.0
C 1.913322 2.991686 0.871977 -0.5 0.1 -0.6
H 1.598737 -4.120841 1.457787 0.4 0.3 -0.1
H 2.411803 -2.700549 2.208303 1.1 0.4 -0.3
H 1.137822 -3.478813 2.970711 -0.8 0.4 -0.1
H 1.135800 -1.971794 0.244378 0.5 0.8 -0.3
H -0.331293 -2.702658 0.764983 0.4 -0.2 0.3
H -2.755111 -0.801297 0.022997 0.3 0.5 0.7
H -2.654034 0.281669 1.473436 -0.1 -0.2 0.5
H -2.993221 1.089615 -1.396284 -0.1 0.6 -0.3
H -4.253450 1.211747 -0.064087 0.6 0.0 -0.4
H -2.744620 2.188018 0.083761 -0.4 0.2 -0.9
H 2.082537 1.763659 -0.871834 0.2 -0.2 0.0
H 0.413135 2.071584 -0.473575 0.4 0.4 0.3
H 2.858533 2.701983 1.265213 1.0 0.0 0.1
H 1.968894 3.898314 0.288899 0.2 0.5 0.1
H 1.253594 3.112338 1.700455 -0.5 0.2 0.5
```
Forces are in eV/Å.

Results
total charge: 0
energy: -215357.218 eV
HOMO energy: -8.06 eV
multiplicity: 1
orbital gap: 0.3093 Eh

These are the Mulliken partial charges, in e, on atoms 1 to 6: atom 1 (C): -1.16, atom 2 (C): -0.34, atom 3 (N): 1.05, atom 4 (C): -1.08, atom 5 (C): -0.82, atom 6 (C): -0.61